Record 1
{
  "formula": "C42H46F5N2O6P3",
  "method": "ωB97M-V/def2-TZVPD",
  "symbols": ["C", "C", "C", "C", "N", "C", "C", "P", "P", "O", "O", "O", "C", "O", "C", "P", "N", "C", "C", "C", "O", "C", "O", "H", "H", "H", "H", "H", "H", "H", "H", "H", "H", "H", "H", "H", "H", "H", "H", "H", "H", "H", "H", "H", "F", "C", "C", "C", "C", "C", "C", "H", "H", "H", "H", "H", "F", "C", "C", "C", "C", "C", "C", "H", "H", "H", "H", "H", "F", "C", "C", "C", "C", "C", "C", "H", "H", "H", "H", "H", "F", "C", "C", "C", "C", "C", "C", "H", "H", "H", "H", "H", "F", "C", "C", "C", "C", "C", "C", "H", "H", "H", "H", "H"],
  "coordinates": [[-0.2507, -4.2513, 3.0132], [0.1453, -4.8011, 1.5403], [-1.1307, -4.9544, 0.5662], [-1.3829, -3.6791, -0.3574], [-2.0230, -2.5033, 0.3325], [-3.2659, -2.8759, 1.0289], [-3.4625, -2.4617, 2.3857], [-2.5227, -1.0077, 3.1194], [-3.2243, 0.7991, 2.0599], [-3.1203, 1.9919, 3.0434], [-4.8712, 0.6773, 1.5716], [-2.3018, 1.1348, 0.6668], [-4.5567, -3.3337, 3.1916], [-4.3537, -3.7632, 4.3523], [-5.9574, -3.5627, 2.4384], [-7.5679, -3.9925, 3.3405], [-8.1895, -5.3091, 2.6438], [-5.9298, -3.3727, 1.0189], [-7.2157, -2.9017, 0.2121], [-7.5193, -3.6819, -1.1402], [-6.5797, -3.3860, -2.2132], [-4.4833, -3.6711, 0.3569], [-4.3734, -4.4868, -0.5780], [-0.8945, -5.0526, 3.5270], [-0.8382, -3.2879, 2.8784], [0.7067, -4.1342, 3.6183], [0.6171, -5.8363, 1.7275], [0.9810, -4.1744, 1.0543], [-2.0357, -5.3054, 1.1610], [-0.8640, -5.8192, -0.1490], [-0.3689, -3.3100, -0.7583], [-1.9925, -3.9665, -1.2829], [-2.3201, -1.8812, -0.4404], [-3.0250, -0.8583, 4.4552], [-5.1120, 1.6101, 1.3375], [-1.4683, 1.5340, 1.0369], [-8.5525, -2.9488, 3.1684], [-7.3316, -4.2605, 4.7445], [-7.5488, -5.5699, 1.8823], [-7.0442, -1.7782, -0.0443], [-8.1638, -2.9307, 0.8513], [-7.6523, -4.8131, -0.9937], [-8.5423, -3.2956, -1.5121], [-6.0160, -2.6234, -1.9511], [-1.4526, -7.1133, -2.4555], [-2.6065, -7.7841, -2.2971], [-3.3992, -7.5216, -1.1917], [-4.5956, -8.2116, -1.0300], [-4.9802, -9.1641, -1.9702], [-4.1731, -9.4229, -3.0742], [-2.9818, -8.7252, -3.2422], [-3.0797, -6.7829, -0.4666], [-5.2274, -8.0081, -0.1722], [-5.9118, -9.7052, -1.8410], [-4.4719, -10.1679, -3.8036], [-2.3453, -8.9073, -4.1001], [0.5241, 2.3515, 0.7045], [1.3314, 1.4700, 0.0794], [0.9087, 0.1623, -0.0843], [1.7364, -0.7471, -0.7335], [2.9830, -0.3387, -1.2014], [3.3990, 0.9779, -1.0258], [2.5659, 1.8893, -0.3866], [-0.0616, -0.1383, 0.2950], [1.4116, -1.7723, -0.8740], [3.6309, -1.0494, -1.7039], [4.3715, 1.2940, -1.3867], [2.8693, 2.9202, -0.2492], [5.8791, 1.9260, -3.4979], [5.8011, 3.2461, -3.2577], [6.7199, 3.8385, -2.4059], [6.6419, 5.2056, -2.1612], [5.6396, 5.9627, -2.7623], [4.7195, 5.3560, -3.6118], [4.8033, 3.9910, -3.8658], [7.4879, 3.2317, -1.9405], [7.3606, 5.6805, -1.5023], [5.5771, 7.0248, -2.5676], [3.9368, 5.9462, -4.0761], [4.1005, 3.5037, -4.5314], [4.7411, 2.5735, 1.5682], [4.4785, 2.7828, 2.8681], [3.2453, 3.2952, 3.2389], [2.9712, 3.5071, 4.5858], [3.9372, 3.2143, 5.5453], [5.1737, 2.7047, 5.1604], [5.4447, 2.4822, 3.8146], [2.5089, 3.5247, 2.4774], [2.0067, 3.9004, 4.8877], [3.7240, 3.3841, 6.5956], [5.9264, 2.4810, 5.9085], [6.3987, 2.0777, 3.4974], [6.1503, 8.6625, -3.7028], [6.0727, 9.9826, -3.4633], [6.9921, 10.5746, -2.6122], [6.9147, 11.9416, -2.3683], [5.9125, 12.6986, -2.9698], [4.9918, 12.0918, -3.8189], [5.0751, 10.7269, -4.0720], [7.7599, 9.9678, -2.1468], [7.6336, 12.4167, -1.7100], [5.8503, 13.7642, -2.7755], [4.2094, 12.6819, -4.2834], [4.3722, 10.2394, -4.7372]],
  "fmax_ev_per_a": 4.8,
  "e_homo_ev": -8.733,
  "gap_ev": 7.04,
  "molar_mass_g_mol": 862.7,
  "smiles": "CCCCNC1=C(PP(=O)(O)O)C(=O)C([PH2]=N)=C(CCO)C1=O.Fc1ccccc1.Fc1ccccc1.Fc1ccccc1.Fc1ccccc1.Fc1ccccc1"
}



Record 2
{
  "formula": "C42H46FN6NaO12S2",
  "method": "ωB97M-V/def2-TZVPD",
  "symbols": ["Na", "O", "S", "C", "C", "C", "C", "S", "O", "C", "C", "C", "C", "C", "C", "C", "C", "C", "C", "C", "C", "H", "H", "H", "H", "H", "H", "H", "H", "H", "H", "H", "H", "H", "H", "H", "H", "H", "H", "O", "C", "O", "C", "C", "C", "C", "C", "C", "O", "N", "O", "O", "N", "O", "O", "H", "H", "C", "N", "C", "C", "O", "N", "C", "C", "H", "H", "H", "H", "H", "H", "H", "H", "H", "H", "H", "H", "F", "C", "C", "C", "C", "C", "C", "C", "H", "H", "H", "H", "H", "H", "O", "C", "N", "C", "O", "C", "C", "C", "C", "N", "C", "H", "H", "H", "H", "H", "H", "H", "H"],
  "coordinates": [[-0.9645, -0.8598, 0.8255], [-0.3295, -0.3316, -3.1510], [-1.4137, -0.3733, -4.1607], [-1.2024, 1.1090, -5.1903], [0.2393, 1.3135, -5.6622], [0.8363, 2.6087, -5.1207], [2.2531, 2.8962, -5.5911], [3.5773, 1.8154, -4.9513], [3.2573, 0.4168, -5.3641], [3.1982, 1.9920, -3.2142], [2.5577, 0.9653, -2.5409], [2.2151, 1.1456, -1.2063], [2.5053, 2.3412, -0.5596], [3.1674, 3.3537, -1.2461], [3.5269, 3.1813, -2.5750], [-0.8955, -1.5524, -5.4142], [-1.7745, -1.9273, -6.4211], [-1.3591, -2.8363, -7.3811], [-0.0765, -3.3695, -7.3220], [0.7869, -2.9994, -6.3015], [0.3770, -2.0902, -5.3354], [-1.5402, 1.9137, -4.5303], [-1.9245, 1.0117, -6.0042], [0.2832, 1.3042, -6.7544], [0.8663, 0.4857, -5.3311], [0.8229, 2.5716, -4.0313], [0.2038, 3.4567, -5.4084], [2.5632, 3.9018, -5.2947], [2.3515, 2.8159, -6.6773], [2.3082, 0.0528, -3.0644], [1.7084, 0.3525, -0.6700], [2.1845, 2.4699, 0.4714], [3.4066, 4.2805, -0.7394], [4.0552, 3.9632, -3.1113], [-2.7785, -1.5176, -6.4480], [-2.0371, -3.1365, -8.1702], [0.2458, -4.0820, -8.0710], [1.7853, -3.4142, -6.2548], [1.0277, -1.7863, -4.5250], [-4.1883, -0.7894, 2.3373], [-3.1909, -1.5314, 2.2985], [-2.7205, -2.0963, 1.2627], [-2.5011, -1.8325, 3.6314], [-3.2965, -1.9189, 4.7290], [-2.7726, -2.2473, 6.0019], [-1.4241, -2.4415, 6.1676], [-0.5892, -2.3698, 5.0653], [-1.0505, -2.0264, 3.7213], [-0.2822, -1.8595, 2.7638], [0.7930, -2.5949, 5.3168], [1.2535, -2.4064, 6.4451], [1.5073, -3.0037, 4.3984], [-3.6461, -2.4076, 7.1276], [-3.1653, -2.7038, 8.2192], [-4.8482, -2.2234, 6.9678], [-4.3528, -1.7224, 4.6167], [-1.0158, -2.6711, 7.1390], [-4.3024, -0.5369, -1.0474], [-3.8667, 0.6996, -1.6853], [-4.4847, 0.9924, -2.9585], [-2.6720, 1.2338, -1.2958], [-1.9181, 0.6776, -0.5167], [-2.3570, 2.4864, -1.8506], [-1.0058, 2.9278, -1.5378], [-3.3383, 3.5467, -1.6576], [-5.3853, -0.6125, -1.1628], [-4.0664, -0.5499, 0.0150], [-3.8287, -1.4108, -1.5058], [-4.5021, 0.0886, -3.5773], [-3.9291, 1.7613, -3.4900], [-5.5182, 1.3302, -2.8267], [-0.3065, 2.1249, -1.7534], [-0.8894, 3.2079, -0.4859], [-0.7740, 3.7929, -2.1627], [-4.3503, 3.1534, -1.6881], [-3.2302, 4.3020, -2.4410], [-3.1945, 4.0356, -0.6866], [-1.3541, 1.8487, 7.3752], [-0.9510, 1.7590, 6.0569], [0.1779, 1.0322, 5.7315], [0.5802, 0.9493, 4.4104], [-0.1217, 1.5899, 3.3433], [0.3082, 1.5187, 2.0089], [-1.2847, 2.3093, 3.7527], [-1.6893, 2.3880, 5.0726], [0.7271, 0.5137, 6.5101], [1.4581, 0.3574, 4.1642], [1.1404, 0.8725, 1.7567], [-0.2743, 1.9508, 1.2050], [-1.8888, 2.7905, 2.9896], [-2.5914, 2.9249, 5.3446], [6.2338, -1.3325, 5.6818], [4.8413, -1.1027, 5.6930], [4.1718, -1.8040, 4.6189], [4.4538, -1.4396, 3.3489], [5.3672, -0.6660, 3.0688], [3.5380, -2.0419, 2.3289], [3.3200, -3.4066, 2.2561], [2.3609, -3.8805, 1.3812], [1.6246, -2.9619, 0.6519], [1.8289, -1.6466, 0.7037], [2.7863, -1.2073, 1.5144], [6.5223, -0.9905, 4.8226], [4.6366, -0.0303, 5.6076], [4.4454, -1.4712, 6.6358], [3.2562, -2.2219, 4.7943], [3.8754, -4.0785, 2.8991], [2.1459, -4.9374, 1.3008], [0.8113, -3.2980, 0.0168], [2.9392, -0.1343, 1.5567]],
  "fmax_ev_per_a": 0.6,
  "e_homo_ev": 0.096,
  "gap_ev": 2.89,
  "molar_mass_g_mol": 933.0,
  "de_lowest_ev": 1.0892,
  "total_charge": -2
}



Record 3
{
  "formula": "C42H46N6O2P2Zn",
  "method": "ωB97M-V/def2-TZVPD",
  "symbols": ["Zn", "C", "C", "C", "C", "C", "C", "C", "C", "C", "H", "H", "H", "H", "H", "H", "H", "H", "H", "H", "H", "H", "H", "H", "H", "P", "P", "N", "N", "N", "N", "C", "C", "C", "C", "C", "C", "C", "C", "C", "C", "C", "C", "C", "C", "C", "C", "C", "C", "H", "H", "H", "H", "H", "H", "H", "H", "H", "H", "H", "H", "H", "H", "H", "H", "H", "H", "H", "H", "O", "C", "N", "C", "C", "O", "N", "C", "C", "C", "C", "C", "C", "C", "C", "C", "C", "C", "C", "H", "H", "H", "H", "H", "H", "H", "H", "H", "H", "H"],
  "coordinates": [[-0.3986, -2.6295, -1.0126], [-1.0789, 3.1753, -0.9301], [-1.4681, 2.3663, -1.9247], [-0.7650, 1.8835, -3.1761], [0.4195, 0.9347, -2.8621], [1.7247, 1.6763, -2.7402], [1.9293, 2.9572, -2.4057], [0.9420, 4.0731, -2.2079], [0.1820, 3.9987, -0.8586], [1.5658, -2.6683, -0.7386], [-1.6997, 3.1692, -0.0121], [-2.3616, 1.7465, -1.7314], [-0.4108, 2.6646, -3.8500], [-1.5166, 1.3274, -3.7557], [0.1683, 0.3695, -1.9358], [0.5151, 0.1772, -3.6706], [2.6117, 1.0743, -2.9988], [2.9620, 3.2631, -2.1150], [0.2505, 4.2107, -3.0435], [1.5623, 4.9813, -2.2018], [0.8397, 3.5612, -0.0876], [-0.0489, 5.0255, -0.5182], [1.7216, -2.6802, 0.3502], [1.9884, -1.7516, -1.1724], [1.9534, -3.5806, -1.2089], [1.3288, -1.2677, -7.1447], [-2.2383, -0.6840, -7.1020], [2.6426, -0.1014, -7.3647], [2.1043, -2.4815, -8.2619], [-2.3999, 1.0395, -7.5078], [-3.7825, -1.1095, -7.9167], [0.2749, -0.4601, -8.4381], [-1.1189, -1.1027, -8.5511], [3.5573, 0.1917, -6.3500], [4.5665, 0.9872, -6.8751], [4.2883, 1.1725, -8.2676], [3.1104, 0.4877, -8.5461], [2.3426, -3.7902, -7.8298], [2.7810, -4.5519, -8.9078], [2.8374, -3.6838, -10.0456], [2.4243, -2.4221, -9.6202], [-2.4522, 2.0677, -6.5522], [-2.2474, 3.2864, -7.1867], [-2.1248, 3.0249, -8.5883], [-2.2250, 1.6500, -8.7618], [-4.5305, -0.4832, -8.9234], [-5.6063, -1.3002, -9.2651], [-5.5003, -2.4929, -8.4699], [-4.3668, -2.3660, -7.6819], [0.7456, -0.5102, -9.4321], [0.2017, 0.6073, -8.1754], [-1.5784, -0.8032, -9.5106], [-1.0458, -2.2047, -8.5622], [3.3833, -0.1947, -5.3575], [5.3998, 1.3986, -6.3276], [4.8658, 1.7359, -8.9852], [2.5603, 0.4077, -9.4774], [2.1668, -4.0482, -6.7963], [3.0227, -5.6058, -8.8856], [3.1341, -3.9487, -11.0511], [2.3281, -1.5100, -10.1920], [-2.6783, 1.8405, -5.5202], [-2.1817, 4.2469, -6.7048], [-1.9799, 3.7391, -9.3840], [-2.2030, 1.0799, -9.6788], [-4.2595, 0.4860, -9.3108], [-6.3707, -1.0787, -9.9973], [-6.1734, -3.3376, -8.4892], [-3.9154, -3.0290, -6.9621], [-0.5828, -0.2671, 0.1479], [-0.8571, -0.8610, 1.2077], [-1.1688, -0.2466, 2.4347], [-1.2514, -1.2099, 3.5031], [-1.3517, -2.5231, 2.6360], [-1.7590, -3.6038, 3.0552], [-0.9564, -2.2178, 1.3383], [0.0141, -1.1598, 4.3667], [1.0466, -2.0871, 4.2217], [2.1077, -2.0851, 5.1387], [2.1476, -1.1466, 6.1756], [1.1671, -0.1505, 6.2464], [0.1236, -0.1409, 5.3245], [-2.4755, -0.9293, 4.4085], [-2.5583, -1.4892, 5.6949], [-3.7382, -1.3932, 6.4400], [-4.8477, -0.7152, 5.9272], [-4.7031, -0.0038, 4.7329], [-3.5043, -0.0757, 4.0001], [-0.8795, 0.7179, 2.5576], [1.0245, -2.8283, 3.4178], [2.8909, -2.8377, 5.0399], [2.9457, -1.1806, 6.9223], [1.1978, 0.6105, 7.0251], [-0.6365, 0.6401, 5.3844], [-1.6913, -1.9804, 6.1433], [-3.7929, -1.8565, 7.4233], [-5.8024, -0.7182, 6.4612], [-5.5173, 0.6107, 4.3461], [-3.3747, 0.5412, 3.1061]],
  "fmax_ev_per_a": 3.8,
  "e_homo_ev": -8.376,
  "gap_ev": 6.35,
  "molar_mass_g_mol": 794.2,
  "de_lowest_ev": 0.9386
}



Record 4
{
  "formula": "C42H46N7O7Re",
  "method": "ωB97M-V/def2-TZVPD",
  "symbols": ["Re", "C", "C", "C", "C", "C", "C", "C", "N", "C", "C", "C", "C", "C", "C", "C", "C", "C", "C", "N", "C", "C", "C", "N", "C", "C", "C", "C", "C", "C", "C", "C", "C", "C", "C", "C", "C", "C", "N", "C", "C", "H", "H", "H", "H", "H", "H", "H", "H", "H", "H", "H", "H", "H", "H", "H", "H", "H", "H", "H", "H", "H", "H", "H", "H", "H", "H", "H", "H", "H", "H", "H", "H", "H", "H", "H", "H", "H", "H", "H", "H", "H", "H", "H", "H", "O", "N", "O", "C", "C", "C", "C", "O", "C", "C", "N", "O", "O", "N", "O", "O", "H", "H"],
  "coordinates": [[-0.0466, -0.0597, -0.0026], [-2.8222, 1.1739, 5.1112], [-3.3008, -0.1571, 4.5201], [-2.3173, -0.7134, 3.5458], [-1.4846, -1.7672, 3.6772], [-1.3732, -2.7405, 4.8064], [-2.0491, -4.0771, 4.4917], [-0.6511, -1.8141, 2.4753], [-1.0380, -0.8180, 1.6059], [-2.0899, -0.1443, 2.2174], [-2.8686, 0.7785, 1.6057], [-2.8822, 0.9803, 0.2005], [-4.0098, 1.4854, -0.5308], [-5.1835, 2.1821, 0.0812], [-4.8344, 3.5928, 0.5631], [-3.7798, 1.1859, -1.8437], [-2.4941, 0.5359, -1.9129], [-1.9373, -0.0708, -2.9898], [-0.6696, -0.6858, -3.0085], [0.1950, -0.6178, -1.9239], [1.3884, -1.1326, -2.3617], [2.5993, -0.7822, -1.5856], [2.6208, -1.1694, -0.0675], [1.3006, -1.4708, 0.4467], [1.4094, -2.4249, 1.3562], [0.4244, -2.6653, 2.3134], [2.7717, -3.0047, 1.3057], [3.5086, -2.2561, 0.4691], [4.9457, -2.3939, 0.0911], [5.7756, -1.1388, 0.3713], [3.2021, -4.1553, 2.1569], [3.6886, -3.6952, 3.5344], [1.2940, -1.5739, -3.6655], [-0.0277, -1.2886, -4.0860], [-0.6106, -1.5102, -5.4478], [-0.6263, -0.2413, -6.3066], [2.4055, -2.1613, -4.4824], [3.1283, -1.1218, -5.3409], [-1.9408, 0.4895, -0.6281], [-4.6497, 1.4859, -3.0193], [-4.3079, 2.8418, -3.6452], [-3.5613, 1.5725, 5.8048], [-2.6498, 1.9194, 4.3336], [-1.8863, 1.0381, 5.6541], [-4.2647, -0.0204, 4.0227], [-3.4709, -0.8796, 5.3183], [-1.8207, -2.3029, 5.6992], [-0.3191, -2.8994, 5.0486], [-3.1153, -3.9352, 4.3129], [-1.9335, -4.7739, 5.3212], [-1.6251, -4.5405, 3.5991], [-3.6625, 1.2370, 2.1785], [-5.5711, 1.5903, 0.9155], [-5.9914, 2.2298, -0.6502], [-4.0304, 3.5775, 1.3003], [-5.7018, 4.0738, 1.0145], [-4.4973, 4.2119, -0.2693], [-2.4992, -0.0707, -3.9153], [3.5204, -1.0678, -2.0868], [0.5983, -3.4260, 3.0597], [5.0061, -2.6409, -0.9750], [5.3699, -3.2469, 0.6213], [5.4138, -0.2798, -0.1944], [6.8157, -1.3070, 0.0965], [5.7396, -0.8757, 1.4287], [3.9958, -4.7048, 1.6498], [2.3696, -4.8542, 2.2651], [4.5656, -3.0543, 3.4378], [3.9579, -4.5506, 4.1525], [2.9204, -3.1250, 4.0594], [-1.6270, -1.9004, -5.3546], [-0.0390, -2.2880, -5.9575], [-1.2312, 0.5405, -5.8446], [-1.0373, -0.4472, -7.2947], [0.3786, 0.1609, -6.4340], [2.0054, -2.9516, -5.1210], [3.1205, -2.6565, -3.8206], [2.4485, -0.6662, -6.0606], [3.9489, -1.5759, -5.8960], [3.5371, -0.3183, -4.7248], [-5.6950, 1.4752, -2.7078], [-4.5490, 0.6977, -3.7683], [-4.4455, 3.6473, -2.9230], [-4.9468, 3.0426, -4.5045], [-3.2690, 2.8670, -3.9776], [4.9539, 4.9603, -0.3337], [3.9925, 5.3374, 0.3040], [3.8554, 6.4377, 0.7904], [2.9047, 4.3680, 0.5076], [3.0253, 3.1075, -0.0463], [1.9828, 2.2363, 0.1611], [0.8257, 2.5502, 0.8918], [-0.1071, 1.6508, 1.0608], [0.7724, 3.8446, 1.4332], [1.8042, 4.7419, 1.2582], [-0.3946, 4.2706, 2.2132], [-0.1923, 5.0379, 3.1292], [-1.4796, 3.8378, 1.8807], [1.9814, 0.8719, -0.2735], [2.8914, 0.1040, 0.5461], [2.5946, 0.6847, -1.5187], [3.9025, 2.8287, -0.6119], [1.7520, 5.7283, 1.6968]],
  "fmax_ev_per_a": 0.2,
  "e_homo_ev": [-10.027, -10.042],
  "multiplicity": 2,
  "gap_ev": [5.72, 5.37],
  "molar_mass_g_mol": 947.1,
  "s_squared": 0.77,
  "total_charge": 1
}